## one
The following is a quantum chemistry calculation of the ion C4H6N2 with charge +2, from OMol25.

ORCA input file:
```
! RIJCOSX wB97M-V def2-TZVPD def2/J DEFGRID3
* xyz 2 1
C 0.090 -1.852 1.294
C -0.238 -1.087 -0.947
C -0.010 1.534 -0.788
C 0.194 0.812 0.578
N -0.114 -1.863 0.168
N -0.014 0.120 -0.601
H 0.174 -2.115 2.455
H -0.517 -1.637 -1.938
H 0.747 2.102 -1.298
H -0.963 2.160 -1.078
H -0.495 0.819 1.300
H 1.145 1.007 0.854
*
```

LUMO	-11.9	eV
SMILES string	C#[N+]C=[N+]1CC1
gap between HOMO and LUMO	10.5	eV

***

## two
The following is a quantum chemistry calculation of the ion C4H6N2 with charge +2, from OMol25.

ORCA input file:
```
! RIJCOSX wB97M-V def2-TZVPD def2/J DEFGRID3
* xyz 2 1
C -0.062 -0.058 -0.156
C -0.843 -0.738 -0.727
C 2.332 1.098 0.592
C 1.866 0.793 1.984
N 1.210 0.567 0.754
N -1.949 -1.048 -1.591
H 3.082 1.361 -0.200
H 2.343 -0.048 2.350
H 1.390 1.409 2.746
H -2.367 -2.010 -1.246
H -1.534 -0.989 -2.591
H -2.499 -0.163 -1.437
*
```

LUMO	-9.5	eV
SMILES string	[NH3+]C#C[N+]1=CC1
gap between HOMO and LUMO	11.3	eV

***

Of them, the most stable is one and the least stable is two.